{"formula": "C10H16O", "method": "ωB97M-V/def2-TZVPD", "symbols": ["C", "C", "H", "H", "H", "H", "H", "H", "C", "C", "C", "C", "C", "C", "C", "C", "O", "H", "H", "H", "H", "H", "H", "H", "H", "H", "H"], "coordinates": [[1.1366, 2.5972, -2.2372], [1.9951, 1.5030, -1.6056], [1.7288, 3.3949, -2.6776], [0.5007, 3.0438, -1.4777], [0.5376, 2.1200, -3.0027], [2.3656, 1.7877, -0.6224], [2.8056, 1.0657, -2.1904], [1.3782, 0.6117, -1.5088], [-1.2986, 0.7189, -0.1725], [-2.6075, 1.2204, 0.4173], [-0.7563, -0.5727, 0.3924], [0.2362, -1.2783, -0.2727], [-1.0786, -1.0197, 1.6758], [1.0014, -2.2767, 0.3047], [-0.4245, -2.1227, 2.2059], [0.5854, -2.7855, 1.5307], [1.3133, -3.8198, 2.0729], [-1.3926, 0.5387, -1.2552], [-0.5215, 1.4801, -0.1659], [-3.1138, 1.8948, -0.2716], [0.4062, -0.9251, -1.2775], [-1.9131, -0.6069, 2.2275], [1.9198, -2.5586, -0.1768], [-0.6933, -2.5226, 3.1793], [1.6049, -3.6005, 2.9279], [-2.3561, 1.6521, 1.3715], [-3.3594, 0.4601, 0.6087]], "forces_ev_per_angstrom": [[0.716, -0.347, -0.004], [-0.279, -0.649, 0.096], [0.030, 0.069, -0.107], [-0.210, 0.001, -0.063], [-0.328, 0.303, -0.270], [0.122, -0.101, -0.005], [0.284, 0.783, -0.296], [-0.130, 0.258, 0.548], [-0.319, -1.056, -1.434], [0.166, -0.216, -0.237], [-0.006, 0.017, 1.220], [-0.128, 0.677, -0.325], [-0.109, -0.382, -0.381], [-0.764, 0.130, -0.130], [-0.265, -0.702, 0.525], [1.046, 1.007, -0.245], [-0.620, -0.570, -1.654], [-0.303, 0.052, 0.100], [0.026, 0.184, 0.496], [0.281, 0.493, 0.271], [0.502, -0.259, -0.155], [0.183, 0.269, 0.095], [0.025, -0.654, -0.125], [-0.156, 0.146, -0.001], [0.401, 0.415, 1.771], [-0.378, 0.644, 0.344], [0.211, -0.511, -0.033]], "lowdin_charge": [-0.16, -0.17, 0.06, 0.05, 0.06, 0.07, 0.07, 0.01, -0.21, -0.10, -0.23, -0.06, -0.03, 0.00, -0.03, -0.32, 0.05, 0.12, 0.09, 0.07, 0.09, 0.11, 0.12, 0.12, 0.08, 0.07, 0.07], "orbital_gap_ev": 9.4963, "fmax_ev_per_a": 1.863, "charge": 0, "de_lowest_ev": 1.360, "smiles": "CCc1ccc(O)cc1.CC"}